Molecular formula: C6H15NO
Method: DFT, ωB97M-V with the def2-TZVPD basis set

Computed properties:
* M: 117.2 g/mol
* ΔE to the lowest compared entry with this formula, charge and spin: 53.4 kcal/mol
* SMILES: CN[C@@H](C)[C@H](C)OC
* gap between HOMO and LUMO: 9.48 eV
* highest occupied orbital energy: -8.47 eV

Geometry as XYZ:
```
23
Properties=species:S:1:pos:R:3:mulliken_charge:R:1
C -0.5426 0.5564 -0.0777 0.2566
C 0.6111 -0.4107 -0.1529 0.0075
C 2.9636 0.1499 -0.7685 -0.7489
C -2.8144 0.1015 -0.8702 -0.9831
C -0.6895 1.2850 1.2454 -1.5130
C 0.7949 -1.3572 1.0232 -1.6312
N -1.5973 -0.4493 -0.3009 -0.2444
O 1.8015 0.6119 -0.1615 -0.3743
H -1.4737 -1.3927 -0.6523 0.2508
H -0.4590 1.2768 -0.9067 0.3458
H 0.6706 -0.9370 -1.1172 0.6195
H 3.5152 -0.5560 -0.1304 0.2651
H 3.6019 1.0148 -0.9756 0.2567
H 2.7559 -0.3687 -1.7256 0.2986
H -2.7723 0.2956 -1.9515 0.3135
H -3.0481 1.0559 -0.3966 0.3101
H -3.6864 -0.5349 -0.7286 0.3208
H 0.2709 1.7437 1.4668 0.3727
H -1.4617 2.0473 1.1695 0.4256
H -0.9674 0.5959 2.0387 0.2835
H 1.2487 -0.8151 1.8492 0.3184
H -0.1701 -1.7257 1.3603 0.4347
H 1.4484 -2.1876 0.7630 0.4149
```